1.
The following is a quantum chemistry calculation of C22H18BIIrN3O6 as an isolated structure in a non-equilibrium geometry, from the Open Molecules 2025 dataset.

The calculation puts the gap between HOMO and LUMO (spin up / spin down) at 5.8601 / 5.9318 eV. Its net charge is +1. The calculation puts the largest force on an atom at 5.7 eV Å⁻¹. Its spin multiplicity is 2. As for the total energy: -51471.8530 eV. The value obtained for the energy above the lowest of the compared OMol25 structures with the same formula, charge and spin is 63.1 kcal/mol.

Structure (XYZ):
```
52
Properties=species:S:1:pos:R:3:lowdin_spin:R:1
Ir 0.75763 0.43418 -0.24304 0.918
O 1.64501 0.95327 4.38608 -0.002
C 0.77383 0.05852 4.84873 -0.002
C 0.57399 -0.06472 6.22640 0.000
C -0.29987 -1.00931 6.71855 -0.002
C -1.02035 -1.83767 5.85287 0.000
C -0.86506 -1.71007 4.49037 -0.002
C 0.02967 -0.77149 3.95956 -0.002
C 0.15456 -0.60435 2.53227 -0.009
O 1.11328 0.11030 2.00375 -0.011
N -0.77561 -1.17474 1.77720 -0.016
N -0.79390 -0.93223 0.49916 -0.019
C -1.81617 -1.58778 -0.15106 0.040
C -2.24186 -1.51233 -1.46548 0.001
C -3.40524 -2.27689 -1.81238 0.010
C -3.94323 -2.26545 -3.06725 -0.001
C -3.34761 -1.50179 -4.07751 0.014
C -2.21361 -0.74945 -3.79439 -0.001
C -1.67311 -0.73569 -2.53036 0.011
O -0.53451 -0.00369 -2.26224 0.014
H 1.62032 0.89423 3.39937 0.000
H 1.12161 0.59475 6.88030 0.000
H -0.41627 -1.11247 7.78361 0.000
H -1.70446 -2.56657 6.25473 0.000
H -1.41456 -2.33005 3.80151 0.000
H -2.38166 -2.23975 0.50671 0.001
H -3.85831 -2.86711 -1.03125 0.000
H -4.82482 -2.84963 -3.28876 0.000
H -3.76189 -1.49357 -5.07121 0.001
H -1.73711 -0.16952 -4.56845 0.000
O -0.45991 1.92947 -3.84999 0.000
B 0.00022 1.05850 -2.90332 0.003
O 1.24692 1.45280 -2.39437 0.011
C 1.53731 2.63322 -3.03239 0.001
C 2.63366 3.46098 -2.90396 0.000
C 2.64002 4.61045 -3.68372 0.000
C 1.59430 4.90883 -4.54867 0.000
C 0.49358 4.07222 -4.68324 0.000
C 0.48932 2.92579 -3.91745 0.001
H 3.44616 3.21383 -2.24056 0.000
H 3.48018 5.28280 -3.61358 0.000
H 1.63568 5.81358 -5.13517 0.000
H -0.31903 4.30431 -5.35364 0.000
N 3.31028 2.01613 1.76331 0.005
C 2.57211 2.81760 1.00347 0.007
O 1.73040 2.40474 0.20273 0.026
C 2.78253 4.29766 1.13419 0.000
I 1.24893 5.04427 2.46064 0.002
H 3.14113 1.01806 1.71508 0.000
H 3.92911 2.36689 2.47617 0.000
H 2.62723 4.78358 0.17448 0.000
H 3.74143 4.56597 1.56401 0.000
```

2.
The following is a quantum chemistry calculation of C3H2O as an isolated structure in a non-equilibrium geometry, from the Open Molecules 2025 dataset.

The calculation puts the gap between HOMO and LUMO at 8.9132 eV. The calculation puts the largest force on an atom at 4.7 eV Å⁻¹. As for the total energy: -5183.5105 eV. The value obtained for the energy above the lowest of the compared OMol25 structures with the same formula, charge and spin is 107.9 kcal/mol.

Structure (XYZ):
```
6
Properties=species:S:1:pos:R:3:nbo_charge:R:1
C -0.07954 -0.87886 0.00660 -0.158
C 0.65227 -1.94556 0.11925 0.158
C -0.04968 0.64015 -0.09460 -0.024
O -1.25049 -0.12323 -0.28161 -0.395
H 0.38581 1.03094 1.13646 0.201
H 0.34163 1.27656 -0.88610 0.218
```

3.
The following is a quantum chemistry calculation of a 4-piece molecular cluster, C26H47F9O11 overall in a non-equilibrium geometry, from the Open Molecules 2025 dataset.

The calculation puts the gap between HOMO and LUMO at 9.3589 eV. The calculation puts the largest force on an atom at 4.6 eV Å⁻¹. Its SMILES is O=C1CC[C@H](C(F)(F)C(F)(F)C(F)(F)C(F)(F)F)O1.COCCOCCOC.COCCOCCOC.COCCOCCOC. As for the total energy: -74695.9498 eV.

Structure (XYZ):
```
93
Properties=species:S:1:pos:R:3:mulliken_charge:R:1
O 0.21617 -1.25678 -2.52431 -0.501
C 1.33916 -0.75422 -2.41645 0.305
C 1.89400 0.67277 -2.94609 -0.610
C 2.46772 1.20554 -1.51028 -0.173
C 3.12295 -0.18289 -1.05527 -0.171
C 4.65915 -0.26788 -0.63364 0.914
F 4.96448 -1.67075 -0.57272 -0.311
F 4.75262 0.19147 0.69920 -0.276
C 5.70278 0.39444 -1.64759 0.421
F 6.70772 -0.59594 -1.90002 -0.311
F 5.17576 0.72679 -2.91313 -0.254
C 6.49621 1.67440 -1.10654 0.576
F 7.25126 1.41425 0.07279 -0.256
F 7.48769 1.96032 -2.10150 -0.289
C 5.63948 3.01708 -0.96960 0.583
F 6.54648 4.01373 -0.49959 -0.271
F 5.18707 3.51864 -2.22105 -0.225
F 4.61068 2.96861 -0.02380 -0.181
O 2.54638 -1.29432 -1.82516 -0.257
H 1.17811 1.35685 -3.49957 0.393
H 2.76104 0.30579 -3.61289 0.258
H 3.14444 2.05666 -1.87570 -0.044
H 1.48406 1.52795 -1.00846 0.442
H 2.60243 -0.35906 -0.03766 0.259
C 3.58011 -8.45555 -0.37822 -0.773
O 2.44643 -7.62706 -0.21082 -0.232
C 2.30242 -7.18957 1.13705 -0.583
C 1.27143 -6.07107 1.22389 -0.451
O 1.81416 -4.79245 0.89429 -0.472
C 2.01989 -4.55280 -0.49966 -0.283
C 0.72443 -4.25468 -1.24412 0.080
O 0.05729 -5.46741 -1.58560 -0.342
C -1.26995 -5.23639 -2.01404 -0.659
H 3.51139 -9.34032 0.26323 0.310
H 3.61612 -8.77744 -1.42003 0.230
H 4.49583 -7.89826 -0.15558 0.316
H 3.26566 -6.83488 1.52048 0.339
H 1.96253 -8.04483 1.73308 0.462
H 0.95104 -5.98696 2.26635 0.378
H 0.38238 -6.28822 0.62800 0.209
H 2.57910 -5.36821 -0.96313 0.269
H 2.64896 -3.65946 -0.54882 0.135
H 0.95313 -3.72582 -2.17561 0.398
H 0.07318 -3.63215 -0.62065 -0.098
H -1.86261 -4.80565 -1.19887 0.214
H -1.71094 -6.19514 -2.29152 0.258
H -1.28636 -4.57341 -2.88499 0.300
C -0.15472 6.43901 2.41803 -0.764
O -0.62887 6.39147 1.08617 -0.246
C 0.41962 6.13379 0.15783 -0.540
C -0.15688 5.78731 -1.20924 -0.470
O -0.55005 4.41805 -1.31247 -0.386
C -1.77673 4.08028 -0.66079 -0.241
C -3.00346 4.54743 -1.43419 -0.694
O -3.27229 5.91874 -1.15653 -0.225
C -4.21277 6.46639 -2.05948 -0.794
H 0.60281 7.22129 2.53176 0.312
H -0.99768 6.66698 3.07189 0.230
H 0.25842 5.46824 2.71055 0.310
H 1.04275 5.30675 0.51678 0.288
H 1.02731 7.04270 0.07671 0.455
H 0.63525 5.91545 -1.95260 0.390
H -0.97450 6.45484 -1.48887 0.221
H -1.78599 4.43331 0.37232 0.286
H -1.79520 2.98690 -0.62966 0.205
H -3.87678 3.96447 -1.11829 0.471
H -2.83963 4.40814 -2.50860 0.336
H -3.81074 6.45682 -3.07874 0.325
H -4.39875 7.50226 -1.77203 0.232
H -5.15631 5.91284 -2.01959 0.305
C -2.18928 -1.01582 -0.19994 -0.753
O -3.25977 -0.71028 0.67337 -0.236
C -4.27751 -1.70572 0.63519 -0.504
C -5.25149 -1.51089 1.79031 -0.475
O -4.77899 -2.07707 3.01297 -0.479
C -3.76491 -1.32880 3.68460 -0.336
C -4.31466 -0.10209 4.40230 -0.645
O -4.46284 0.98220 3.48959 -0.175
C -5.22957 2.03526 4.03967 -0.777
H -2.54371 -1.10245 -1.23197 0.369
H -1.46163 -0.20459 -0.14441 0.145
H -1.69779 -1.94372 0.10983 0.348
H -3.82810 -2.70333 0.69465 0.244
H -4.81430 -1.60111 -0.31512 0.459
H -6.16846 -2.05890 1.55562 0.411
H -5.52521 -0.46179 1.92074 0.197
H -2.94740 -1.07346 3.00722 0.158
H -3.35942 -2.00724 4.44072 0.384
H -3.60919 0.21067 5.18158 0.440
H -5.28136 -0.34195 4.85873 0.351
H -6.25083 1.69485 4.24396 0.310
H -5.27541 2.84280 3.30739 0.221
H -4.76645 2.41422 4.95638 0.310
```

4.
The following is a quantum chemistry calculation of C54H47FGeN7O9S6Ti as an isolated structure, from the Open Molecules 2025 dataset.

The calculation puts the gap between HOMO and LUMO (spin up / spin down) at 4.0500 / 4.0718 eV. Its net charge is -2. The calculation puts the largest force on an atom at 1.0 eV Å⁻¹. Its spin multiplicity is 2. As for the total energy: -232974.2935 eV. The value obtained for the energy above the lowest of the compared OMol25 structures with the same formula, charge and spin is 45.2 kcal/mol.

Structure (XYZ):
```
126
Properties=species:S:1:pos:R:3:lowdin_spin:R:1
Ti -0.15978 1.41063 0.01083 0.001
N -3.73014 -2.65752 -1.95287 0.097
C -2.96623 -3.69197 -2.46962 0.003
C -3.55074 -4.91730 -2.79262 0.027
C -2.78577 -5.93356 -3.34061 -0.003
C -1.42360 -5.75438 -3.55883 0.031
C -0.83527 -4.53904 -3.23544 -0.002
C -1.59820 -3.50660 -2.70960 0.029
S -0.96555 -1.88352 -2.48272 0.038
N -1.87521 -1.51029 -1.09627 0.069
C -3.24057 -1.54726 -1.28078 0.332
C -4.13441 -0.55409 -0.77728 0.035
C -5.53639 -0.71807 -0.76516 0.090
C -6.31187 0.27803 -0.20727 -0.002
C -5.70151 1.40216 0.33074 0.109
C -4.30962 1.46630 0.29631 -0.012
N -3.54917 0.53045 -0.23328 0.098
H -4.72385 -2.71565 -2.08651 0.004
H -4.60952 -5.06460 -2.60853 0.002
H -3.25586 -6.87742 -3.58720 -0.001
H -0.82514 -6.55281 -3.97740 0.002
H 0.22202 -4.37215 -3.40678 0.000
H -6.01137 -1.61681 -1.13935 0.008
H -7.38997 0.17076 -0.17866 -0.003
H -6.27492 2.19713 0.78645 0.007
H -3.77904 2.31056 0.72254 -0.002
O 1.39045 1.24171 1.92047 0.000
C 2.43426 0.96513 2.47238 0.000
C 2.77440 1.47681 3.84893 0.000
C 3.03958 0.24798 4.74550 0.000
C 2.18869 -0.98460 4.37345 0.000
C 2.76530 -1.90255 3.27801 0.000
C 2.76726 -1.29571 1.87241 0.000
N 3.33245 0.05791 1.93138 0.000
H 1.92061 2.05864 4.19580 0.000
H 3.63694 2.14705 3.80767 0.000
H 2.83551 0.52776 5.78026 0.000
H 4.09908 -0.02869 4.70886 0.000
H 1.19345 -0.64546 4.07427 0.000
H 2.04025 -1.58769 5.27061 0.000
H 2.20576 -2.84432 3.26473 0.000
H 3.79567 -2.16291 3.55410 0.000
H 1.75634 -1.18666 1.48231 0.000
H 3.33664 -1.90127 1.16495 0.000
H 4.20510 0.05566 2.44509 0.000
F -3.92325 4.15145 -4.21757 0.000
C -3.08469 3.52581 -3.33724 0.000
C -2.66728 4.20696 -2.21324 0.000
C -1.81263 3.55912 -1.32733 0.000
C -1.37669 2.24255 -1.52803 0.000
C -1.82090 1.62038 -2.69510 0.001
C -2.67078 2.24067 -3.60650 0.000
H -2.99664 5.22422 -2.04188 0.000
H -1.47537 4.11375 -0.45815 0.000
H -1.50171 0.61218 -2.92979 0.000
H -2.99847 1.73930 -4.50910 0.000
O 0.63548 6.71131 5.12029 0.000
N -0.26989 5.91448 5.28740 0.000
O -0.98901 5.91844 6.27444 0.000
C -0.50733 4.88955 4.25172 0.000
C -1.51057 3.97340 4.48632 0.000
C -1.70323 3.00961 3.48662 0.000
C -0.96502 2.95311 2.30707 0.000
O -1.20930 2.07657 1.35290 0.000
C 0.08777 3.93095 2.11346 0.000
C 0.28306 4.91561 3.12205 0.000
N 0.89176 3.95126 1.05944 0.000
O 0.80703 2.98331 0.10052 0.000
O 1.82949 4.82755 0.90476 0.000
N -2.78662 2.05114 3.73361 0.000
O -2.77423 0.97285 3.17097 0.000
O -3.63520 2.36295 4.55950 0.000
H -2.11663 3.98779 5.37282 0.000
H 1.04758 5.65679 2.96649 0.000
C 0.84895 0.09911 -6.35340 0.000
C 0.50148 1.24188 -5.64387 0.000
C 0.85616 1.36806 -4.30776 0.000
C 1.57015 0.36987 -3.63807 0.000
C 1.91680 -0.76367 -4.37476 0.001
C 1.56250 -0.90398 -5.71271 0.000
Ge 1.94850 0.61837 -1.68085 0.000
C 3.25724 2.14002 -1.80991 0.000
C 3.76846 2.62255 -3.01477 0.000
C 4.66161 3.68799 -3.05465 0.000
C 5.06293 4.30703 -1.88012 0.000
C 4.56092 3.85044 -0.66962 0.000
C 3.67517 2.78453 -0.64457 0.000
C 3.26281 -0.89451 -1.38850 0.000
C 2.90963 -2.23900 -1.54009 0.001
C 3.79813 -3.27938 -1.29304 0.000
C 5.09211 -3.00200 -0.87638 0.000
C 5.47890 -1.67567 -0.73541 0.000
C 4.58110 -0.64628 -0.99340 0.000
H 0.56541 -0.00801 -7.39435 0.000
H -0.05970 2.03408 -6.12682 0.000
H 0.56180 2.26338 -3.76977 0.000
H 2.48557 -1.55731 -3.90188 0.000
H 1.84639 -1.79984 -6.25516 0.000
H 3.47859 2.15703 -3.94986 0.000
H 5.03513 4.04009 -4.01070 0.000
H 5.73609 5.15646 -1.90882 0.000
H 4.82141 4.35442 0.25313 0.000
H 3.27249 2.46430 0.30708 0.000
H 1.91350 -2.49114 -1.88058 0.001
H 3.47406 -4.30685 -1.42188 0.000
H 5.79074 -3.80568 -0.67323 0.000
H 6.49030 -1.43659 -0.42395 0.000
H 4.91467 0.37693 -0.87026 0.000
C -0.25365 -2.78973 0.28320 0.007
C -1.15118 -1.55760 0.21837 0.016
O -0.50284 -0.44169 0.49165 0.001
H 0.67583 -2.56720 -0.23042 0.000
H -0.73299 -3.66279 -0.15948 0.000
H -0.00953 -3.01465 1.32001 0.001
C -4.29084 -5.00312 1.82489 0.001
S -2.51050 -5.31274 1.75064 0.000
C -1.93540 -4.12305 2.91144 0.000
C -1.92283 -2.78050 2.76908 0.003
S -2.65160 -1.91042 1.44361 0.010
S -1.27955 -1.89365 4.13032 0.001
C -0.87412 -3.23715 5.12958 0.000
S -0.16730 -3.11844 6.61374 0.000
S -1.29224 -4.74747 4.40310 0.000
H -4.75781 -5.78025 1.22003 0.000
H -4.51617 -4.02208 1.41224 0.001
H -4.65007 -5.07886 2.84918 0.000
```